# 1
Entry from OMol25: a structure of composition C31H26BrFMoN6O4S (ωB97M-V/def2-TZVPD).

As for the spin multiplicity: 3. For the energy relative to the best compared isomer or geometry (same formula, charge and spin), the calculation gives 3.6 kcal per mole. For the LUMO energy (spin up / spin down), the calculation gives -6.23 / -6.29 eV. The gap between HOMO and LUMO (spin up / spin down) comes out at 6.94 / 7.00 eV. The net charge is +2.

Each line ends with the Löwdin charge.
CARTESIAN COORDINATES (ANGSTROEM)
Mo (-1.33788, 0.31862, -0.92022)  1.633
Br (-6.55174, 5.56625, -0.91018)  0.815
C (-5.21821, 4.28371, -0.57653)  -0.681
C (-5.25585, 3.53438, 0.60329)  -0.073
C (-4.28534, 2.59086, 0.87126)  0.018
C (-3.26952, 2.35953, -0.05131)  -0.306
O (-2.33230, 1.44472, 0.23495)  -0.240
C (-3.21183, 3.11854, -1.23298)  -0.149
C (-2.12195, 3.01885, -2.15526)  -0.042
N (-1.18628, 2.12249, -2.11834)  -0.052
C (-0.08659, 2.19239, -3.01725)  -0.182
C (0.32886, 3.29862, -3.70763)  0.021
C (1.41315, 3.20740, -4.60512)  -0.028
C (2.07211, 2.02669, -4.79303)  0.006
C (1.68941, 0.87756, -4.06196)  -0.128
C (2.32913, -0.37554, -4.18006)  0.042
C (1.89961, -1.42824, -3.42065)  -0.005
C (0.84109, -1.23720, -2.52362)  -0.074
N (0.22482, -0.07755, -2.38232)  -0.027
C (0.61970, 0.97790, -3.15712)  -0.145
C (-4.19977, 4.09131, -1.47601)  -0.056
H (-6.05174, 3.70522, 1.31576)  0.118
H (-4.29887, 2.02106, 1.79013)  0.131
H (-2.08536, 3.77556, -2.93574)  0.141
H (-0.15223, 4.25720, -3.56785)  0.122
H (1.71986, 4.09219, -5.14508)  0.124
H (2.89980, 1.95846, -5.48648)  0.130
H (3.15323, -0.49028, -4.87293)  0.137
H (2.35997, -2.40277, -3.49139)  0.123
H (0.48874, -2.06139, -1.91863)  0.104
H (-4.15182, 4.68712, -2.37865)  0.121
N (-2.13258, -3.13830, -2.40508)  0.059
N (-3.40704, -2.85461, -1.91083)  -0.050
C (-3.91925, -1.63564, -1.89674)  -0.745
N (-5.15083, -1.47687, -1.42684)  0.140
S (-3.11912, -0.23034, -2.53534)  0.697
H (-2.22033, -3.79903, -3.16901)  0.112
H (-1.58624, -3.54168, -1.64564)  0.066
H (-3.93986, -3.60686, -1.49062)  0.171
H (-5.73830, -2.25263, -1.16021)  0.133
H (-5.55437, -0.55508, -1.43660)  0.109
C (2.57637, -4.30513, 3.65830)  -0.036
C (2.68324, -2.84240, 4.04634)  -0.279
C (4.12302, -2.42065, 4.28345)  -0.135
C (4.17042, -0.99713, 4.80650)  -0.114
C (3.41226, -0.07330, 3.89411)  -0.116
C (3.69436, 1.27319, 3.87046)  0.085
C (3.01647, 2.12797, 3.00430)  -0.243
F (3.32668, 3.42341, 3.02501)  0.107
C (2.06692, 1.67468, 2.13523)  0.086
C (1.76050, 0.30758, 2.13927)  -0.044
C (0.76217, -0.19321, 1.22065)  -0.244
O (0.21664, 0.63068, 0.40722)  -0.147
C (0.48676, -1.57042, 1.26948)  -0.024
C (1.17493, -2.37095, 2.16987)  0.056
N (2.08078, -1.92545, 3.01824)  0.061
C (2.41828, -0.56530, 3.02355)  -0.048
C (-0.50206, -2.25194, 0.40265)  -0.534
O (-0.50393, -3.45162, 0.23385)  0.100
O (-1.41181, -1.48631, -0.19608)  -0.245
H (3.12051, -4.88497, 4.40192)  0.099
H (3.03398, -4.49615, 2.68600)  0.104
H (1.55392, -4.67982, 3.65684)  0.087
H (2.11033, -2.66425, 4.96124)  0.167
H (4.68781, -2.51415, 3.35142)  0.141
H (4.56819, -3.10593, 5.00325)  0.132
H (5.19835, -0.64826, 4.89984)  0.132
H (3.73360, -0.95753, 5.80863)  0.139
H (4.45728, 1.68436, 4.51957)  0.147
H (1.55868, 2.34652, 1.46030)  0.137
H (0.95103, -3.42615, 2.18642)  0.136

---

# 2
Entry from OMol25: a structure of composition C30H27N3NiOP2S2 at a distorted geometry (ωB97M-V/def2-TZVPD).

As for the spin multiplicity: 3. For the energy relative to the best compared isomer or geometry (same formula, charge and spin), the calculation gives 21.8 kcal per mole. For the LUMO energy (spin up / spin down), the calculation gives 0.19 / -0.12 eV. The gap between HOMO and LUMO (spin up / spin down) comes out at 7.26 / 6.85 eV. The net charge is 0.

Each line ends with the natural charge from an NBO analysis.
CARTESIAN COORDINATES (ANGSTROEM)
Ni (-1.12316, -0.03464, -2.25471)  1.257
S (1.14102, -2.90244, -1.79545)  -0.684
P (1.27786, -1.31307, -0.64208)  1.386
C (-0.22662, -0.40327, -0.63572)  -1.617
P (-0.70997, 1.01716, 0.24872)  1.402
S (-2.22980, 1.74986, -0.84148)  -0.667
C (0.57763, 2.29510, 0.42828)  -0.428
C (1.22805, 2.57514, 1.62495)  -0.198
C (2.20371, 3.56061, 1.66831)  -0.216
C (2.53094, 4.26831, 0.52358)  -0.197
C (1.88878, 3.98519, -0.67459)  -0.226
C (0.91623, 3.00255, -0.72323)  -0.108
C (-1.39669, 0.70600, 1.90674)  -0.424
C (-1.77298, 1.75748, 2.73767)  -0.127
C (-2.46348, 1.49421, 3.91071)  -0.234
C (-2.78652, 0.18782, 4.25235)  -0.204
C (-2.42073, -0.85993, 3.41855)  -0.203
C (-1.73025, -0.60106, 2.24444)  -0.190
C (1.86618, -1.78020, 1.02447)  -0.395
C (1.68990, -0.94298, 2.11935)  -0.192
C (2.20105, -1.29620, 3.35891)  -0.208
C (2.90156, -2.48453, 3.50489)  -0.204
C (3.08366, -3.32311, 2.41474)  -0.215
C (2.56165, -2.97649, 1.17685)  -0.176
C (2.63090, -0.23587, -1.25001)  -0.287
C (2.55704, 0.17097, -2.58116)  -0.218
C (3.56426, 0.94400, -3.12998)  -0.204
C (4.63981, 1.33766, -2.34504)  -0.212
C (4.70923, 0.94880, -1.01794)  -0.211
C (3.71442, 0.14801, -0.46987)  -0.222
H (0.96581, 2.03991, 2.53012)  0.217
H (2.70931, 3.77681, 2.60133)  0.213
H (3.28546, 5.04363, 0.56777)  0.213
H (2.14725, 4.52734, -1.57516)  0.216
H (0.39280, 2.78127, -1.64477)  0.222
H (-1.52722, 2.77631, 2.46152)  0.216
H (-2.75969, 2.31227, 4.55526)  0.214
H (-3.33290, -0.01071, 5.16575)  0.213
H (-2.67585, -1.87960, 3.67849)  0.211
H (-1.43288, -1.40238, 1.57739)  0.240
H (1.15972, -0.01264, 1.99605)  0.215
H (2.06115, -0.63649, 4.20655)  0.213
H (3.29901, -2.75739, 4.47461)  0.212
H (3.64225, -4.24441, 2.52238)  0.214
H (2.68391, -3.62329, 0.31760)  0.243
H (1.70815, -0.14529, -3.17602)  0.217
H (3.51425, 1.24382, -4.16981)  0.211
H (5.42779, 1.94719, -2.77011)  0.211
H (5.54535, 1.25975, -0.40355)  0.212
H (3.78722, -0.17913, 0.55859)  0.223
C (-5.15171, 0.53887, -3.36508)  -0.402
N (-4.40761, -0.67627, -3.05204)  -0.393
C (-4.97929, -1.74546, -2.45033)  0.121
C (-4.25597, -2.80347, -2.02458)  -0.367
C (-2.83739, -2.73045, -2.17053)  0.492
N (-2.28498, -1.68082, -2.78028)  -0.650
C (-3.03446, -0.65308, -3.23860)  0.732
O (-2.49006, 0.31441, -3.80123)  -0.687
N (-2.02185, -3.66883, -1.71819)  -0.743
H (-6.21459, 0.34727, -3.24554)  0.206
H (-4.93376, 0.85177, -4.38274)  0.231
H (-4.84337, 1.33730, -2.68951)  0.235
H (-6.05141, -1.70024, -2.31870)  0.221
H (-4.73619, -3.64458, -1.54942)  0.235
H (-2.36939, -4.43115, -1.16635)  0.398
H (-1.01256, -3.46733, -1.72312)  0.449